C28H35N5P2Ti as an isolated structure. Source: the Open Molecules 2025 dataset; level of theory: ωB97M-V/def2-TZVPD.

Each line ends with the Löwdin charge.
Geometry (Å):
Ti  -4.76574  1.42874  -2.33910  0.815
C  -5.94036  1.93149  -3.89482  -0.212
C  -4.84318  2.84397  -3.85454  -0.215
C  -4.89740  4.18442  -3.17355  -0.154
C  -5.51730  4.14668  -1.76154  -0.166
C  -5.32313  2.85119  -1.01583  -0.245
C  -6.25512  1.77030  -1.00323  -0.236
C  -7.49259  1.69249  -1.84733  -0.141
C  -7.30715  2.17971  -3.30015  -0.144
C  -4.85342  -0.58241  -1.60566  -0.143
H  -5.93498  1.18498  -4.69075  0.140
H  -4.10367  2.79377  -4.64913  0.130
H  -5.48008  4.90007  -3.77410  0.147
H  -3.89823  4.65085  -3.11266  0.113
H  -5.04233  4.93732  -1.16094  0.125
H  -6.57898  4.43406  -1.81424  0.130
H  -4.70635  2.93914  -0.12101  0.087
H  -6.22102  1.10588  -0.13269  0.131
H  -8.30303  2.27635  -1.40005  0.145
H  -7.85822  0.65434  -1.86640  0.129
H  -8.02855  1.63251  -3.93124  0.141
H  -7.59101  3.23846  -3.38924  0.130
H  -4.14679  -1.29350  -2.06000  0.012
H  -5.89240  -0.93436  -1.72297  0.031
H  -4.61710  -0.48408  -0.53047  0.013
P  -1.13476  2.85105  0.75182  0.952
P  0.24674  2.03392  -1.82453  1.076
N  -2.54524  3.09242  1.71065  -0.206
N  0.13649  2.94659  1.82077  -0.212
N  -0.93057  0.89678  -2.60085  -0.220
N  1.24803  2.22976  -3.21457  -0.298
C  -1.37526  3.97223  -0.66060  -0.250
C  -0.65129  3.60389  -1.98930  -0.352
C  -3.52569  2.13922  2.02041  -0.137
C  -4.41841  2.70538  2.90524  -0.044
C  -3.99018  4.05192  3.14824  -0.037
C  -2.85878  4.28555  2.37980  -0.094
C  0.26818  1.95813  2.83080  -0.084
C  1.13447  2.44475  3.78202  -0.022
C  1.53860  3.76278  3.37849  -0.030
C  0.89852  4.06715  2.19520  -0.091
C  -0.51097  -0.29398  -3.21377  -0.073
C  -1.55867  -0.79796  -3.97699  -0.023
C  -2.66590  0.09584  -3.81817  -0.086
C  -2.24371  1.10944  -2.95742  -0.234
C  0.81661  2.64876  -4.48648  -0.127
C  1.75688  2.25416  -5.42346  -0.047
C  2.81357  1.58405  -4.71570  -0.057
C  2.47617  1.57196  -3.37315  -0.138
H  -1.05185  4.96650  -0.30759  0.113
H  -2.46408  4.03555  -0.83735  0.090
H  -1.34933  3.58058  -2.84287  0.072
H  0.09856  4.37960  -2.23502  0.114
H  -3.48228  1.14019  1.62488  0.091
H  -5.27620  2.19065  3.31633  0.117
H  -4.46381  4.74520  3.83206  0.116
H  -2.24671  5.16555  2.23992  0.115
H  -0.25594  1.01633  2.74447  0.112
H  1.44173  1.92022  4.67239  0.121
H  2.22860  4.38666  3.92182  0.118
H  0.93262  4.94124  1.55223  0.117
H  0.50700  -0.64240  -3.10062  0.123
H  -1.55071  -1.70760  -4.56986  0.120
H  -3.68169  0.00524  -4.21844  0.107
H  -2.78240  1.99573  -2.55051  0.070
H  -0.10411  3.20249  -4.58893  0.099
H  1.68340  2.40663  -6.49235  0.110
H  3.70914  1.15013  -5.15089  0.111
H  2.98444  1.20135  -2.49368  0.108
N  -1.62640  -0.00686  0.37333  0.243
C  -1.35117  1.13660  0.44816  -0.322

Cartesian forces (eV/Å) of the 6 atoms listed first:
1.286 -4.307 1.825
0.052 1.859 -2.711
-1.560 0.288 -2.921
0.385 0.225 0.214
-0.188 0.641 0.452
-1.487 0.669 2.518

Summary:
- HOMO-LUMO gap (hartree) = 0.221
- charge = +2
- HOMO (eV) = -13.431
- ΔE to the lowest compared entry with this formula, charge and spin (eV) = 0.000


C28H36As2InN6O as an isolated structure. Source: the Open Molecules 2025 dataset; level of theory: ωB97M-V/def2-TZVPD.

Each line ends with the Löwdin charge.
Geometry (Å):
In  -0.12040  -0.50052  0.21189  0.769
N  -3.16982  -0.39939  2.01302  0.203
C  -3.30961  -0.84334  0.75943  -0.422
N  -4.52287  -0.90840  0.25840  0.209
C  -4.64910  -1.43149  -0.96485  -0.378
N  -5.83836  -1.48985  -1.51782  0.242
N  -3.59819  -1.93261  -1.68960  0.215
C  -2.43487  -1.79532  -1.14737  -0.256
N  -2.19031  -1.21882  0.07628  0.060
C  -1.24200  -2.33635  -1.88353  -0.174
C  -1.39750  -3.18254  -2.96503  0.053
C  -0.26650  -3.78302  -3.50497  0.033
C  0.97244  -3.53164  -2.93087  0.016
C  1.05158  -2.65073  -1.86859  -0.094
N  -0.02906  -2.04551  -1.37421  0.001
H  -4.01007  -0.18113  2.52771  0.140
H  -2.30666  -0.48077  2.51954  0.086
H  -6.64725  -1.16334  -1.01050  0.144
H  -5.95640  -1.91436  -2.42445  0.141
H  -2.39019  -3.37876  -3.34252  0.135
H  -0.35702  -4.45761  -4.34538  0.140
H  1.87079  -4.00867  -3.29521  0.134
H  1.99490  -2.41618  -1.39831  0.074
C  4.12232  -0.96744  -0.78893  -0.264
As  2.83683  -0.49789  0.59506  1.146
C  3.75712  -1.06060  2.22674  -0.242
C  2.89637  1.45334  0.62054  -0.416
C  3.86734  2.17544  -0.05744  -0.072
C  3.85086  3.56428  -0.05054  -0.022
C  2.85499  4.25473  0.62630  -0.029
C  1.86302  3.55770  1.29462  -0.079
C  1.89645  2.16402  1.30957  -0.413
As  0.44413  1.21160  2.10421  1.117
C  -0.90022  2.47721  2.68431  -0.214
C  0.97764  0.33455  3.75281  -0.222
H  5.07830  -0.48556  -0.59026  0.049
H  3.75662  -0.66923  -1.77015  0.035
H  4.28214  -2.04453  -0.76575  0.049
H  4.78247  -1.32279  1.97185  0.052
H  3.26071  -1.92955  2.65501  0.039
H  3.77544  -0.24504  2.94669  0.042
H  4.65309  1.66151  -0.59495  0.104
H  4.62549  4.11056  -0.57091  0.128
H  2.85418  5.33577  0.64083  0.128
H  1.09279  4.10726  1.82005  0.108
H  -0.48179  3.00207  3.54337  0.064
H  -1.78355  1.92157  2.99249  0.033
H  -1.16868  3.18328  1.90432  0.042
H  1.51246  1.02720  4.40073  0.068
H  1.59818  -0.53931  3.56452  0.009
H  0.05955  0.02140  4.25180  0.049
C  2.57171  4.94901  -4.95471  -0.012
C  1.67228  4.31177  -3.95104  -0.204
C  0.72070  5.05615  -3.26115  0.028
C  -0.16534  4.47144  -2.37351  -0.172
C  -1.20010  5.35365  -1.72858  -0.023
C  -0.06239  3.07464  -2.12318  -0.107
C  -1.03429  2.51086  -1.25099  -0.125
O  -1.05424  1.39680  -0.67435  -0.135
C  0.91762  2.30593  -2.81202  -0.175
C  1.03310  0.81885  -2.65893  -0.039
C  1.74797  2.92954  -3.71080  0.019
H  2.58723  6.03121  -4.85394  0.093
H  2.22054  4.71123  -5.96229  0.111
H  3.58940  4.56859  -4.87172  0.096
H  0.65874  6.12212  -3.43792  0.134
H  -2.16982  5.21976  -2.21402  0.110
H  -0.92285  6.39753  -1.85076  0.095
H  -1.32797  5.17679  -0.66256  0.078
H  -1.89922  3.14756  -1.03723  0.139
H  1.43869  0.57103  -1.66721  0.018
H  1.74615  0.41803  -3.37840  0.098
H  0.07870  0.31398  -2.80921  0.085
H  2.47130  2.34502  -4.26614  0.132

Cartesian forces (eV/Å) of the 6 atoms listed first:
-0.071 0.481 -0.330
0.004 0.301 0.116
-0.089 -0.114 -0.089
-0.072 0.008 0.079
0.173 0.031 0.119
-0.122 -0.019 -0.032

Summary:
- HOMO-LUMO gap (hartree) = 0.285
- charge = +3
- HOMO (eV) = -16.594
- ΔE to the lowest compared entry with this formula, charge and spin (eV) = 0.000


C28H36As3Cl2IO2Pd as an isolated structure. Source: the Open Molecules 2025 dataset; level of theory: ωB97M-V/def2-TZVPD.

Each line ends with the Löwdin charge.
Geometry (Å):
Pd  -0.24146  -0.65423  -1.60175  0.530
Cl  1.37036  -7.79709  -0.83034  0.743
C  0.99445  -6.15680  -0.56120  -0.673
C  1.85817  -5.35541  0.19829  -0.097
C  1.56466  -4.03388  0.41555  -0.605
Cl  2.60226  -3.08792  1.38577  0.773
C  0.37662  -3.40312  -0.11379  -0.492
O  0.07681  -2.21411  0.16785  -0.247
C  -0.43030  -4.24212  -0.98085  -0.168
C  -1.49735  -3.66251  -1.76146  -0.185
O  -1.72263  -2.46611  -1.93454  -0.123
C  -0.14344  -5.59442  -1.13212  -0.048
H  2.75439  -5.77650  0.62435  0.118
H  -2.14833  -4.39542  -2.26334  0.150
H  -0.78613  -6.21328  -1.73916  0.123
I  1.86392  -2.12919  -2.80112  1.294
C  2.28214  -0.43406  -4.05040  -0.545
C  3.36712  -0.52296  -4.88714  -0.120
C  3.66930  0.55421  -5.72291  -0.035
C  2.85549  1.65994  -5.72950  0.010
C  1.74545  1.76964  -4.86686  -0.147
C  0.91642  2.91195  -4.85974  0.010
C  -0.13226  3.02100  -3.98061  -0.047
C  -0.38262  1.99817  -3.05559  -0.117
C  0.37211  0.84169  -3.05628  -0.148
C  1.45171  0.70046  -3.96106  -0.246
H  3.98003  -1.41211  -4.90775  0.108
H  4.53743  0.48900  -6.36112  0.125
H  3.06471  2.47932  -6.39799  0.129
H  1.12736  3.70797  -5.55669  0.130
H  -0.76796  3.89617  -3.97989  0.122
H  -1.18089  2.13760  -2.32839  0.074
C  1.22977  2.62608  0.21953  -0.222
As  0.99500  0.66087  0.22762  1.243
C  2.90290  0.22571  0.20126  -0.247
C  0.52478  0.22039  2.11711  -0.257
C  -0.92546  0.32887  2.61502  -0.664
C  -0.97763  -0.32836  4.00035  -0.034
C  -1.93581  -0.44267  1.74548  -0.303
As  -2.29621  -0.03612  -0.16669  1.233
C  -3.94864  -1.07705  -0.28249  -0.231
C  -3.15283  1.74682  -0.23393  -0.247
C  -1.40419  1.77959  2.68587  -0.386
As  -0.77424  3.16653  4.02069  1.124
C  -2.13787  3.00714  5.42324  -0.332
C  0.77945  2.56828  5.07803  -0.339
H  1.87315  2.92210  1.05282  0.057
H  0.29589  3.18462  0.27993  0.027
H  1.72295  2.89108  -0.71784  0.039
H  3.41740  0.66209  1.05937  0.062
H  3.33746  0.64953  -0.70753  0.044
H  3.06348  -0.85096  0.19688  -0.036
H  1.16365  0.85671  2.74247  0.085
H  0.86297  -0.81480  2.23490  0.064
H  -0.82570  -1.40364  3.93270  0.099
H  -1.94269  -0.15648  4.46988  0.097
H  -0.20129  0.06562  4.64848  0.073
H  -2.92051  -0.39686  2.23077  0.105
H  -1.63354  -1.49553  1.72000  0.079
H  -4.71044  -0.59926  0.34047  0.061
H  -3.80051  -2.10626  0.04647  0.049
H  -4.29281  -1.08915  -1.31773  0.049
H  -3.81304  1.88170  0.62229  0.052
H  -3.75466  1.76648  -1.14465  0.046
H  -2.43454  2.56257  -0.27524  0.019
H  -2.48323  1.78519  2.87020  0.068
H  -1.24016  2.22353  1.69899  0.009
H  -3.12379  3.28849  5.06129  0.022
H  -1.87337  3.67166  6.24337  0.030
H  -2.17081  1.98592  5.79972  0.017
H  1.61635  2.26453  4.45600  0.002
H  0.49686  1.76669  5.75689  0.015
H  1.09436  3.42250  5.67776  0.028

Cartesian forces (eV/Å) of the 6 atoms listed first:
1.270 -0.269 1.286
0.111 -0.481 -0.014
-0.738 0.810 -0.300
-0.313 -0.100 -0.202
-1.123 0.135 -0.484
0.386 0.317 0.459

Summary:
- HOMO-LUMO gap (alpha / beta) (hartree) = 0.142 / 0.142
- charge = +2
- HOMO (alpha / beta) (eV) = -12.735 / -12.735


A 6-piece molecular cluster, C28H36BF6N7O3 overall. Source: the Open Molecules 2025 dataset; level of theory: ωB97M-V/def2-TZVPD.

Each line ends with the Löwdin charge.
Geometry (Å):
N  -3.40287  0.00411  -0.80119  0.016
C  -2.64193  1.19852  -1.12013  -0.281
C  -1.16867  1.05188  -1.57930  -0.201
C  -0.38209  -0.15484  -1.03209  -0.116
B  0.02467  -0.17089  0.48529  -0.388
N  0.45449  -1.36481  1.10842  0.219
C  -0.02821  1.13551  1.42394  -0.134
O  -1.07477  1.73292  1.60683  0.129
C  1.21788  1.62875  2.22437  -0.371
F  2.32730  1.06126  1.68050  0.132
F  1.34789  2.96545  2.13870  0.155
C  1.16883  1.19226  3.72311  -0.343
F  1.35023  -0.14704  3.75476  0.146
F  2.19764  1.76306  4.37874  0.162
C  -0.12822  1.58514  4.50266  -0.354
F  0.14053  1.46189  5.82194  0.145
F  -0.39265  2.87395  4.25202  0.165
C  -1.38381  0.72101  4.18231  -0.396
O  -1.31471  -0.43094  3.84237  0.151
O  -2.51588  1.40202  4.38772  0.156
H  -3.61219  -0.56613  -1.60861  0.072
H  -2.99861  -0.56390  -0.06905  0.039
H  -2.68889  1.87789  -0.26543  0.091
H  -3.17551  1.70442  -1.93269  0.109
H  -1.16267  0.96791  -2.67472  0.092
H  -0.63394  1.97727  -1.33574  0.107
H  0.54424  -0.23245  -1.61674  0.106
H  -0.95420  -1.06842  -1.24089  0.095
H  0.32216  -1.43335  2.11167  0.074
H  0.09910  -2.20596  0.67148  0.078
H  -3.07082  1.37951  3.59019  0.151
C  -0.70089  -3.93036  -5.24400  -0.100
C  0.08824  -2.75318  -5.34511  -0.117
C  0.65324  -2.52585  -4.11979  -0.151
N  0.22739  -3.51699  -3.27733  0.004
C  -0.59406  -4.37791  -3.95427  -0.137
H  -1.28007  -4.39165  -6.02563  0.092
H  0.23618  -2.15104  -6.22570  0.081
H  1.31907  -1.75125  -3.77754  0.100
H  0.48487  -3.60345  -2.31208  0.137
H  -1.02871  -5.23174  -3.46383  0.106
C  -0.24418  2.20846  -7.97913  -0.103
C  -0.24871  0.83761  -7.59721  -0.101
C  -0.10929  0.79137  -6.23743  -0.143
N  -0.02200  2.08272  -5.78474  -0.013
C  -0.10060  2.95241  -6.84040  -0.133
H  -0.33402  2.60106  -8.97776  0.092
H  -0.34323  -0.01470  -8.24900  0.092
H  -0.06469  -0.03833  -5.55301  0.078
H  0.07176  2.35183  -4.82248  0.128
H  -0.04808  4.01682  -6.69107  0.108
C  5.28290  1.66369  -4.23459  -0.111
C  4.95228  2.92416  -3.66612  -0.112
C  3.59810  3.08388  -3.78938  -0.145
N  3.10001  1.97016  -4.40930  0.006
C  4.11879  1.10018  -4.68409  -0.141
H  6.26316  1.22371  -4.30686  0.089
H  5.63113  3.63142  -3.22035  0.089
H  2.95212  3.89168  -3.49022  0.102
H  2.13529  1.81735  -4.63695  0.101
H  3.92956  0.16099  -5.17520  0.105
C  -4.16628  -3.86620  0.96328  -0.107
C  -5.15580  -3.74648  1.97453  -0.107
C  -4.66849  -2.88407  2.92126  -0.135
N  -3.42643  -2.47649  2.52563  0.019
C  -3.11354  -3.07189  1.33413  -0.159
H  -4.22189  -4.46441  0.06918  0.090
H  -6.11433  -4.23645  2.00271  0.090
H  -5.10121  -2.52688  3.83983  0.107
H  -2.83511  -1.84031  3.03668  0.106
H  -2.17227  -2.88008  0.84967  0.086
C  1.08273  0.64463  9.21924  -0.109
C  2.09639  0.71275  8.22438  -0.109
C  3.30050  0.57248  8.86087  -0.138
N  3.05313  0.42392  10.19827  -0.002
C  1.70487  0.46675  10.42573  -0.144
H  0.01908  0.71851  9.06548  0.088
H  1.96368  0.84672  7.16652  0.067
H  4.30616  0.56662  8.47740  0.105
H  3.75393  0.30505  10.90541  0.142
H  1.30502  0.36680  11.41993  0.104

Cartesian forces (eV/Å) of the 6 atoms listed first:
-0.027 0.130 -0.006
-0.008 0.254 -0.105
0.085 -0.222 -0.224
-0.327 0.346 0.037
0.532 -0.279 0.026
-1.438 0.240 0.091

Summary:
- HOMO-LUMO gap (hartree) = 0.280
- charge = 0
- HOMO (eV) = -8.292


no.,calculated total energy (eV)
1,-78725.4299
2,-167437.4164
3,-252838.8132
4,-63174.0153